2 unconnected molecules or ions with the total composition C3H4S3 in a non-equilibrium geometry, computed with ωB97M-V with the def2-TZVPD basis set.

The geometry in XYZ format:
```
10
Properties=species:S:1:pos:R:3:mulliken_charge:R:1
C 2.63 -0.69 -0.32 -0.2760
C 1.52 -0.34 -0.60 -0.4752
C -0.96 0.17 0.07 0.2035
S -0.91 1.91 0.21 -0.0907
S -2.01 -0.47 -1.21 -0.1060
S -0.75 -0.77 1.52 -0.0512
H 3.57 -0.54 0.13 0.3001
H -0.16 2.01 1.32 0.1615
H -1.83 0.64 -2.05 0.1769
H -1.10 -1.92 0.92 0.1573
```

Summary:
Lowest unoccupied orbital energy (eV): -1.41
Total charge: 0
Gap between HOMO and LUMO (eV): 6.918
HOMO energy (Eh): -0.306
Spin multiplicity: 1
ΔE to the lowest compared entry with this formula, charge and spin (eV): 6.3127